(1)
80
Properties=species:S:1:pos:R:3:mulliken_charge:R:1 method="wB97M-V/def2-TZVPD" charge=+4 de_lowest_kcal_mol=14.91 homo_ha="-0.697 / -0.697" gap_ev="4.686 / 4.681" e_tot_ev=-53961.9619
W -0.096 0.128 0.006 -1.452
C 0.706 2.667 -1.148 0.306
C -0.677 3.308 -1.327 -0.707
C -1.841 2.331 -1.046 -0.923
N -1.529 1.547 0.151 0.062
C -1.823 2.031 1.409 1.455
C -2.541 3.217 1.628 -0.748
C -2.986 3.811 2.800 -0.937
C -2.824 3.405 4.121 -0.733
C -2.120 2.297 4.568 -0.957
C -1.466 1.316 3.827 -0.262
C -1.321 1.145 2.445 1.096
N -0.633 0.060 1.914 0.717
C -0.575 -1.140 2.762 -1.155
C -0.271 -2.379 1.916 -1.134
C -1.298 -2.571 0.802 -1.093
N -1.055 -1.605 -0.277 0.767
C -1.653 -1.846 -1.493 1.102
C -2.695 -2.773 -1.627 -0.640
C -3.396 -3.198 -2.745 -0.814
C -3.164 -2.892 -4.082 -0.585
C -2.234 -1.989 -4.582 -0.855
C -1.379 -1.127 -3.902 -0.578
C -1.114 -0.991 -2.531 1.046
N -0.244 -0.050 -2.006 0.831
C 0.329 0.888 -2.988 -1.289
C 1.256 1.940 -2.376 -0.796
H 0.684 1.935 -0.230 -0.224
H 1.423 3.449 -0.883 0.726
H -0.782 3.698 -2.341 0.439
H -0.762 4.163 -0.651 0.377
H -2.006 1.626 -1.871 0.200
H -2.778 2.890 -0.953 0.582
H -2.833 3.768 0.744 0.264
H -3.530 4.738 2.663 0.441
H -3.268 4.037 4.881 0.415
H -2.059 2.179 5.645 0.462
H -0.970 0.576 4.441 0.400
H -1.546 -1.276 3.256 0.884
H 0.188 -1.046 3.544 0.465
H -0.302 -3.257 2.568 0.533
H 0.742 -2.334 1.486 0.043
H -2.307 -2.448 1.222 0.449
H -1.195 -3.586 0.401 0.842
H -3.037 -3.229 -0.708 0.480
H -4.202 -3.893 -2.536 0.441
H -3.780 -3.406 -4.813 0.425
H -2.194 -1.906 -5.663 0.433
H -0.834 -0.475 -4.570 0.464
H -0.486 1.395 -3.520 0.726
H 0.911 0.335 -3.737 0.791
H 1.450 2.685 -3.153 0.610
H 2.231 1.503 -2.136 -0.433
C 2.901 -1.872 -0.740 -1.569
P 2.470 -0.298 0.101 1.981
C 2.533 -0.572 1.910 0.187
C 3.068 -1.696 2.534 -0.592
C 3.196 -1.716 3.916 -0.861
C 2.813 -0.621 4.674 -0.848
C 2.280 0.507 4.056 -0.887
C 2.128 0.531 2.680 -0.359
C 3.990 0.718 -0.137 1.355
C 4.680 1.250 0.954 -0.441
C 5.868 1.931 0.752 -0.839
C 6.364 2.122 -0.527 -0.678
C 5.684 1.592 -1.614 -0.932
C 4.511 0.882 -1.425 -0.583
H 3.854 -2.234 -0.344 0.579
H 3.050 -1.691 -1.806 0.442
H 2.129 -2.638 -0.621 0.339
H 3.387 -2.554 1.960 0.539
H 3.628 -2.582 4.395 0.512
H 2.941 -0.639 5.746 0.493
H 2.012 1.366 4.650 0.591
H 1.757 1.441 2.178 0.407
H 4.331 1.125 1.966 0.440
H 6.407 2.308 1.608 0.495
H 7.279 2.675 -0.675 0.455
H 6.076 1.725 -2.611 0.455
H 4.033 0.432 -2.284 0.360

---

(2)
87
Properties=species:S:1:pos:R:3:mulliken_charge:R:1 method="wB97M-V/def2-TZVPD" charge=-1 de_lowest_kcal_mol=22.55 homo_ha=-0.137 gap_ev=6.037 e_tot_ev=-217624.4049
Ba 0.587 -1.089 1.282 1.097
Br -2.084 2.793 -1.218 -0.177
C -0.248 2.253 -1.020 0.252
Br 0.449 1.660 -2.712 -0.094
H -0.219 1.433 -0.307 -0.338
H 0.327 3.099 -0.673 0.464
N -3.483 -1.165 -1.191 -0.108
P -1.909 -0.984 -1.869 0.890
C -1.318 -2.719 -1.871 0.239
C -2.013 -3.772 -1.294 -0.120
C -1.553 -5.072 -1.449 -0.654
C -0.388 -5.321 -2.155 -0.518
C 0.338 -4.265 -2.691 -0.530
C -0.125 -2.970 -2.549 -0.626
C -2.445 -1.031 -3.640 0.151
C -3.120 -2.130 -4.174 -0.290
C -3.528 -2.132 -5.497 -0.715
C -3.262 -1.036 -6.309 -0.457
C -2.592 0.060 -5.789 -0.655
C -2.184 0.061 -4.460 -0.157
C -3.767 -0.650 0.058 0.298
C -5.083 -0.577 0.537 -0.830
C -5.288 -0.089 1.810 -0.613
C -4.199 0.319 2.573 -0.649
C -2.938 0.228 2.012 0.181
N -2.719 -0.259 0.789 0.289
H -4.260 -1.427 -1.774 0.221
H -2.917 -3.581 -0.728 0.388
H -2.105 -5.889 -1.003 0.397
H -0.024 -6.333 -2.264 0.336
H 1.274 -4.451 -3.202 0.360
H 0.429 -2.141 -2.979 0.337
H -3.305 -3.002 -3.555 0.378
H -4.044 -2.994 -5.903 0.390
H -3.570 -1.044 -7.347 0.360
H -2.378 0.918 -6.414 0.413
H -1.651 0.915 -4.057 0.141
H -5.905 -0.886 -0.096 0.408
H -6.293 -0.018 2.210 0.382
H -4.329 0.703 3.575 0.401
H -2.049 0.552 2.548 -0.019
S 0.160 -3.828 1.711 -0.426
C 1.505 -4.590 0.888 0.446
C 1.464 -5.995 0.865 -0.737
C 2.399 -6.773 0.207 -0.513
C 3.431 -6.150 -0.479 -0.574
C 3.503 -4.768 -0.462 -0.674
C 2.581 -3.956 0.215 0.351
S 2.919 -2.234 0.130 -0.535
H 0.641 -6.472 1.383 0.358
H 2.314 -7.854 0.217 0.344
H 4.165 -6.730 -1.027 0.330
H 4.306 -4.270 -0.993 0.320
C 6.043 -0.637 1.682 -1.267
C 6.472 0.808 1.935 0.867
C 5.823 1.362 3.202 -1.478
C 6.177 1.714 0.728 -1.168
N 4.764 1.930 0.493 0.777
C 3.826 1.125 -0.033 -0.903
N 2.688 1.775 -0.039 0.279
N 2.941 2.990 0.481 -0.307
N 4.178 3.100 0.793 -0.590
H 6.387 -1.275 2.496 0.429
H 6.468 -1.017 0.750 0.348
H 4.959 -0.740 1.627 0.157
H 7.560 0.832 2.055 0.290
H 4.740 1.434 3.086 0.275
H 6.205 2.357 3.440 0.376
H 6.018 0.701 4.046 0.426
H 6.612 1.282 -0.176 0.457
H 6.603 2.702 0.893 0.348
H 3.975 0.115 -0.388 0.761
C -1.102 3.298 5.168 -1.579
C -0.444 1.918 5.250 2.602
C 0.835 2.001 6.096 -1.796
C -1.403 0.909 5.906 -1.281
C -0.111 1.419 3.902 -0.792
C 0.153 0.961 2.796 -1.258
H -1.389 3.645 6.165 0.373
H -1.991 3.262 4.537 0.330
H -0.408 4.019 4.734 0.393
H 0.599 2.334 7.112 0.417
H 1.546 2.698 5.652 0.385
H 1.305 1.019 6.150 0.337
H -1.681 1.233 6.914 0.408
H -0.916 -0.064 5.970 0.369
H -2.309 0.795 5.308 0.099

---

(3)
84
Properties=species:S:1:pos:R:3:mulliken_charge:R:1 method="wB97M-V/def2-TZVPD" de_lowest_kcal_mol=11.37 homo_ha="-0.292 / -0.292" gap_ev="8.230 / 8.231" e_tot_ev=-172420.5535
Ni 0.676 -0.890 -1.151 -0.894
C -0.113 -3.064 5.303 -0.510
C 0.079 -1.694 5.435 -0.800
C 0.341 -0.919 4.315 -0.439
C 0.418 -1.507 3.054 0.309
C 0.223 -2.880 2.931 -0.539
C -0.042 -3.658 4.052 -0.629
Sb 0.774 -0.363 1.301 1.593
C -0.614 1.211 1.683 0.806
C -0.433 2.477 1.134 -0.421
C -1.385 3.469 1.327 -0.754
C -2.524 3.209 2.076 -0.730
C -2.709 1.951 2.634 -0.419
C -1.760 0.958 2.436 -0.941
C 2.571 0.646 1.819 0.398
C 3.032 1.640 0.956 -0.263
C 4.204 2.325 1.238 -0.677
C 4.939 2.005 2.372 -0.534
C 4.501 0.998 3.219 -0.720
C 3.318 0.320 2.945 -0.649
H -0.320 -3.667 6.179 0.376
H 0.020 -1.230 6.412 0.402
H 0.478 0.152 4.424 0.537
H 0.277 -3.350 1.954 0.277
H -0.193 -4.725 3.946 0.424
H 0.445 2.705 0.542 0.359
H -1.230 4.445 0.883 0.479
H -3.266 3.983 2.224 0.392
H -3.595 1.741 3.221 0.411
H -1.917 -0.018 2.884 0.362
H 2.488 1.858 0.042 0.382
H 4.544 3.103 0.564 0.440
H 5.858 2.536 2.590 0.390
H 5.078 0.736 4.098 0.409
H 2.986 -0.460 3.620 0.430
C 3.964 -3.152 -1.902 -1.702
C 2.598 -2.646 -1.449 0.825
C 1.520 -2.994 -2.492 -0.966
C 2.576 -1.149 -1.197 -0.763
H 3.955 -4.233 -2.068 0.424
H 4.728 -2.927 -1.156 0.386
H 4.256 -2.668 -2.838 0.375
H 2.341 -3.160 -0.516 -0.075
H 1.914 -2.875 -3.504 0.332
H 0.629 -2.332 -2.475 -0.244
H 1.140 -4.010 -2.379 0.347
H 2.929 -0.575 -2.057 0.398
H 3.188 -0.871 -0.339 0.623
Br 3.993 5.408 -2.010 -0.216
C 2.163 4.921 -2.169 -0.139
C 1.204 5.912 -2.284 -0.440
C -0.130 5.542 -2.400 -0.662
C -0.491 4.203 -2.391 -0.597
C 0.483 3.220 -2.262 0.372
C 1.821 3.581 -2.158 -0.118
C 0.078 1.763 -2.183 0.271
O -1.081 1.450 -2.469 -0.751
O 1.007 0.983 -1.779 -0.410
H 1.494 6.954 -2.287 0.407
H -0.889 6.309 -2.493 0.410
H -1.525 3.895 -2.476 0.460
H 2.576 2.812 -2.073 0.706
C -4.465 -0.840 -2.548 -0.874
N -3.587 -1.843 -3.152 0.102
C -3.776 -3.111 -2.456 -0.889
N -3.572 -3.036 -1.009 0.115
C -4.457 -1.999 -0.476 -1.032
N -4.285 -0.694 -1.104 0.109
C -2.990 -0.094 -0.773 -1.147
P -1.581 -1.121 -1.392 3.141
C -2.191 -1.405 -3.118 -1.336
C -2.175 -2.737 -0.690 -1.324
H -5.498 -1.141 -2.730 0.293
H -4.290 0.123 -3.029 0.444
H -3.092 -3.854 -2.873 0.412
H -4.800 -3.447 -2.633 0.317
H -4.289 -1.906 0.599 0.389
H -5.488 -2.321 -0.640 0.293
H -2.913 0.016 0.309 0.279
H -2.908 0.898 -1.214 0.585
H -1.564 -2.160 -3.602 0.429
H -2.078 -0.472 -3.666 0.392
H -2.054 -2.715 0.399 0.394
H -1.537 -3.547 -1.059 0.397

---

(4)
93
Properties=species:S:1:pos:R:3:mulliken_charge:R:1 method="wB97M-V/def2-TZVPD" charge=+1 de_lowest_kcal_mol=106.04 homo_ha=-0.314 gap_ev=5.345 e_tot_ev=-135346.2504
Tl 2.347 0.400 0.289 1.743
C 1.805 -1.172 4.493 -0.615
O 2.617 -0.014 4.654 -0.507
C 3.364 0.340 3.598 0.944
O 3.425 -0.297 2.558 -0.558
N 4.106 1.433 3.858 -0.029
N 4.870 2.092 2.882 -0.828
H 1.535 -1.480 5.501 0.287
H 2.348 -1.966 3.979 0.312
H 0.912 -0.928 3.911 0.208
H 3.958 1.964 4.703 0.259
H 5.397 1.390 2.365 0.355
H 4.227 2.541 2.215 0.339
S 7.842 -0.371 -5.610 0.173
N 7.979 -0.438 -4.003 -0.686
C 6.770 -0.376 -3.466 0.976
C 6.441 -0.452 -2.076 0.226
C 7.395 -0.729 -1.093 -0.489
C 6.976 -0.883 0.208 -1.203
C 5.629 -0.671 0.499 -0.688
N 4.734 -0.354 -0.409 0.234
C 5.093 -0.288 -1.693 -0.515
C 4.052 -0.144 -2.700 -0.239
N 2.787 -0.003 -2.298 0.260
C 1.813 -0.043 -3.179 -0.315
C 2.028 -0.236 -4.544 -0.939
C 3.326 -0.292 -5.000 -0.652
C 4.369 -0.229 -4.074 0.102
C 5.746 -0.282 -4.455 1.059
N 6.233 -0.271 -5.687 -0.695
H 8.425 -0.846 -1.384 0.548
H 7.672 -1.150 0.986 0.483
H 5.247 -0.774 1.502 0.890
H 0.809 0.072 -2.790 0.512
H 1.196 -0.321 -5.225 0.432
H 3.568 -0.399 -6.047 0.530
F -4.612 1.892 -0.206 -0.383
C -4.159 0.604 -0.135 0.633
C -2.821 0.405 0.087 -1.077
C -2.305 -0.882 0.191 0.279
C -0.869 -1.051 0.468 1.174
O -0.193 -0.067 0.783 -0.816
C -0.412 -2.410 0.355 -0.092
C -1.308 -3.412 0.190 -0.365
N -2.657 -3.247 0.091 0.257
C -3.516 -4.388 -0.024 -0.355
C -4.463 -4.694 1.103 -0.383
C -3.278 -5.576 0.854 -0.960
C -3.171 -1.981 0.030 -0.482
C -4.536 -1.748 -0.183 -0.675
C -5.060 -0.464 -0.248 -0.323
N -6.450 -0.322 -0.427 0.097
C -7.314 -0.959 0.530 -0.770
C -7.610 -0.005 1.699 -0.730
N -8.306 1.187 1.147 -0.058
C -7.441 1.880 0.152 -0.652
C -7.048 0.879 -0.946 -0.992
C 1.094 -2.804 0.344 -0.032
O 1.341 -3.969 0.613 -0.758
O 1.902 -1.915 -0.014 -0.622
H -2.156 1.247 0.209 0.862
H -0.940 -4.428 0.145 0.721
H -3.860 -4.566 -1.039 0.430
H -5.447 -5.062 0.859 0.291
H -4.434 -4.049 1.968 0.220
H -3.443 -6.553 0.430 0.260
H -2.462 -5.535 1.556 0.348
H -5.203 -2.584 -0.312 0.911
H -6.846 -1.863 0.913 0.396
H -8.252 -1.239 0.037 0.335
H -6.671 0.319 2.153 0.360
H -8.230 -0.485 2.456 0.441
H -8.574 1.832 1.897 0.355
H -9.161 0.869 0.672 0.373
H -6.556 2.254 0.665 0.461
H -7.977 2.726 -0.279 0.347
H -6.376 1.363 -1.651 0.485
H -7.951 0.584 -1.496 0.408
C 2.323 5.430 1.511 -1.309
Ge 2.029 3.900 0.251 0.551
C 3.606 3.756 -0.957 -1.184
C 0.384 4.307 -0.840 -1.223
C 2.122 2.368 1.458 -1.137
H 2.241 6.384 1.001 0.388
H 3.314 5.360 1.950 0.375
H 1.596 5.418 2.318 0.388
H 3.888 4.714 -1.378 0.475
H 3.400 3.069 -1.773 0.260
H 4.451 3.367 -0.394 0.296
H 0.423 5.310 -1.252 0.385
H -0.505 4.235 -0.219 0.333
H 0.286 3.604 -1.661 0.308
H 1.132 2.175 1.885 0.260

---

(5)
86
Properties=species:S:1:pos:R:3:lowdin_spin:R:1 method="wB97M-V/def2-TZVPD" charge=-2 s2=2.4182 homo_ha="-0.047 / -0.078" gap_ev="5.401 / 6.746" e_tot_ev=-105134.5775 multiplicity=3
Ni 0.108 0.359 1.434 1.510
S 1.272 -1.477 2.504 0.096
C 1.295 -2.465 1.088 0.046
N 1.588 -3.737 1.189 0.110
N 1.534 -4.424 -0.049 0.010
C 2.565 -4.469 -0.926 0.002
C 3.691 -3.639 -0.784 0.001
C 4.713 -3.690 -1.713 0.001
C 4.669 -4.550 -2.806 0.000
C 3.559 -5.377 -2.946 0.001
C 2.526 -5.345 -2.029 0.000
N 1.101 -1.907 -0.159 0.251
N 0.442 -0.792 -0.249 0.198
C 0.396 -0.351 -1.599 0.011
C -0.215 0.866 -1.905 0.027
C -0.326 1.293 -3.216 0.000
C 0.187 0.525 -4.254 0.035
C 0.816 -0.676 -3.953 -0.002
C 0.924 -1.118 -2.644 0.032
H 0.863 -5.174 -0.067 0.001
H 3.731 -2.961 0.058 0.001
H 5.567 -3.033 -1.584 0.000
H 5.471 -4.570 -3.532 0.000
H 3.492 -6.055 -3.790 0.000
H 1.659 -5.984 -2.163 0.000
H -0.628 1.454 -1.101 0.001
H -0.832 2.230 -3.418 -0.001
H 0.097 0.858 -5.281 0.003
H 1.228 -1.288 -4.747 -0.001
H 1.403 -2.060 -2.416 0.004
N -1.597 -0.412 2.397 0.045
C -1.953 0.147 3.700 0.004
C -0.729 0.365 4.582 0.001
C 0.087 1.585 4.157 0.002
O 0.462 2.384 5.016 0.002
O 0.323 1.701 2.903 0.030
H -2.263 -0.145 1.670 0.001
H -1.458 -1.413 2.443 0.000
H -2.673 -0.495 4.224 0.002
H -2.451 1.103 3.527 0.000
H -0.092 -0.521 4.537 0.000
H -1.030 0.511 5.621 0.000
C -4.589 -0.924 0.149 0.000
C -4.123 -0.375 -1.204 0.000
C -2.917 -1.174 -1.701 0.001
C -3.914 1.128 -1.219 0.001
C -4.669 1.859 -2.126 0.000
C -4.605 3.242 -2.209 0.000
C -3.778 3.899 -1.309 0.000
C -2.996 3.223 -0.384 0.000
C -2.164 4.055 0.574 0.000
C -2.403 3.699 2.041 0.000
C -0.674 4.005 0.245 0.000
C -2.983 1.791 -0.354 0.001
O -2.155 1.121 0.385 0.015
H -5.014 -1.923 0.021 0.000
H -5.345 -0.282 0.605 0.000
H -3.754 -1.015 0.839 0.000
H -4.950 -0.551 -1.904 0.000
H -2.097 -1.093 -0.988 0.001
H -2.562 -0.810 -2.666 0.000
H -3.176 -2.234 -1.801 0.000
H -5.339 1.317 -2.789 0.000
H -5.199 3.790 -2.931 0.000
H -3.736 4.986 -1.314 0.000
H -2.497 5.092 0.434 0.000
H -2.017 2.703 2.248 0.000
H -3.470 3.725 2.275 0.000
H -1.883 4.401 2.698 0.000
H -0.297 3.000 0.402 0.001
H -0.104 4.676 0.894 0.000
H -0.491 4.282 -0.796 0.000
F 6.637 -0.764 2.345 -0.013
C 5.451 -0.243 1.906 -0.043
C 4.759 0.624 2.733 0.007
C 3.567 1.156 2.283 -0.043
C 3.063 0.832 1.013 -0.014
C 1.804 1.390 0.553 -0.288
C 3.796 -0.050 0.211 -0.042
C 4.995 -0.592 0.653 0.008
H 5.149 0.855 3.715 0.002
H 2.981 1.806 2.922 -0.002
H 1.701 1.436 -0.523 -0.006
H 1.503 2.294 1.071 -0.016
H 3.409 -0.327 -0.763 -0.001
H 5.566 -1.282 0.046 0.002